(1)
Formula: C42H35CuN4O4P2
Source: the OMol25 dataset
Level of theory: the ωB97M-V functional and the def2-TZVPD basis

The calculation puts the orbital gap (alpha / beta) at 6.8 / 6.5 eV. As for the HOMO energy (alpha / beta): -0.335 / -0.335 Eh. As for the multiplicity: 2. The charge is +1. Its LUMO energy (alpha / beta) is -2.3 / -2.6 eV.

```
88
Properties=species:S:1:pos:R:3:forces:R:3
Cu 0.019 1.379 0.088 -0.56 -0.57 -0.55
C 2.391 -3.120 7.794 1.03 -0.42 -1.02
O 2.631 -3.049 6.349 0.52 0.02 1.25
C 3.477 -2.042 5.954 -1.84 0.39 0.19
C 3.602 -1.862 4.592 0.58 -0.31 -0.45
C 4.271 -0.787 4.060 -0.10 -0.08 -0.29
C 4.853 0.105 4.915 0.64 1.51 1.99
C 4.815 -0.095 6.315 -0.54 0.04 -1.17
C 3.957 -1.059 6.809 0.88 -0.48 0.89
N 5.524 1.340 4.596 0.68 0.03 -0.97
N 5.071 2.196 3.810 0.30 -0.24 1.04
C 3.724 2.066 3.369 1.27 -0.14 2.19
C 2.714 1.895 4.267 0.97 0.09 1.09
C 1.462 1.628 3.826 -2.86 -0.54 -1.73
C 1.122 1.575 2.461 0.18 -0.53 0.15
O -0.086 1.287 1.948 1.37 0.31 0.90
C 2.217 1.779 1.562 -0.23 -0.18 0.78
N 1.959 1.665 0.258 0.81 1.52 -2.21
C 2.897 2.016 -0.668 -1.27 -1.11 2.30
C 4.203 2.310 -0.263 -0.89 -0.11 0.88
C 4.493 2.370 1.086 1.24 0.02 -0.81
C 3.508 2.069 2.036 -0.36 0.42 -2.01
H 2.249 -4.168 8.050 -0.66 0.05 -0.29
H 1.560 -2.461 8.035 0.03 -0.13 0.27
H 3.312 -2.878 8.338 -0.37 0.24 -0.07
H 3.201 -2.565 3.904 -0.49 -0.67 -0.23
H 4.313 -0.660 2.989 0.00 0.09 -0.11
H 5.384 0.557 6.966 -0.24 0.17 -0.06
H 3.767 -1.118 7.880 0.25 0.12 -0.39
H 2.915 1.908 5.345 -0.01 -0.05 -0.54
H 0.662 1.343 4.478 -0.25 0.21 0.59
H 2.530 2.016 -1.666 0.07 -0.11 -0.70
H 4.949 2.453 -0.991 0.75 0.44 -0.72
H 5.524 2.663 1.386 -0.97 -0.40 -0.02
O 0.097 1.469 -1.889 -0.15 0.18 -0.73
P -0.674 0.779 -3.005 0.75 0.59 0.67
C -2.434 0.685 -2.547 0.59 0.65 1.25
P -2.518 -0.274 -1.009 -0.13 -1.63 -0.94
O -1.223 -0.269 -0.288 0.99 0.76 1.08
C -2.740 -2.012 -1.559 -0.96 1.19 0.36
C -1.760 -2.922 -1.198 0.70 1.62 0.67
C -1.908 -4.209 -1.575 0.57 -1.71 0.04
C -3.057 -4.643 -2.211 -0.35 -0.30 -0.05
C -4.074 -3.766 -2.542 -1.08 0.42 -0.34
C -3.899 -2.412 -2.222 0.40 -0.60 -0.41
C -3.906 0.293 -0.089 -0.19 0.63 0.01
C -5.135 0.406 -0.749 0.08 -0.28 0.44
C -6.299 0.547 -0.001 0.92 -0.46 0.11
C -6.153 0.598 1.393 0.02 0.33 -1.33
C -4.920 0.623 2.019 -0.80 0.07 -0.34
C -3.766 0.506 1.290 -0.03 -0.97 -0.94
C -0.054 -0.879 -3.291 -1.16 -0.58 -1.78
C 1.051 -1.427 -2.661 -0.48 1.95 1.59
C 1.415 -2.706 -2.912 0.26 -1.07 -1.15
C 0.822 -3.404 -3.975 0.69 0.58 0.41
C -0.151 -2.830 -4.746 -1.50 0.92 0.56
C -0.692 -1.608 -4.337 1.67 0.63 0.71
C -0.601 1.746 -4.527 -1.42 0.02 0.20
C -1.662 1.629 -5.454 0.70 0.85 -0.47
C -1.709 2.485 -6.562 0.34 0.17 -0.22
C -0.707 3.496 -6.757 -1.93 -2.20 1.34
C 0.277 3.601 -5.809 0.55 0.52 -0.11
C 0.295 2.769 -4.682 1.99 0.46 -0.67
H -3.047 0.206 -3.250 -0.79 -0.66 -1.23
H -2.864 1.670 -2.319 0.44 0.04 -0.32
H -0.894 -2.572 -0.613 -0.48 -0.26 -0.44
H -1.117 -4.924 -1.332 -0.35 0.13 -0.08
H -3.161 -5.696 -2.387 -0.10 -0.31 -0.27
H -5.042 -4.097 -3.024 1.42 0.30 0.58
H -4.629 -1.687 -2.554 -0.17 -0.01 0.18
H -5.173 0.287 -1.829 -0.15 0.07 0.15
H -7.234 0.455 -0.539 -0.22 0.36 0.42
H -7.005 0.668 2.005 -1.06 -0.02 0.60
H -4.965 0.661 3.077 0.48 0.18 0.87
H -2.798 0.396 1.737 0.39 0.16 0.26
H 1.548 -0.809 -1.891 -0.19 -0.54 -0.41
H 2.241 -3.122 -2.379 0.34 -0.37 0.24
H 1.200 -4.336 -4.297 0.40 -0.98 0.07
H -0.599 -3.337 -5.580 0.07 -0.22 -0.26
H -1.440 -1.093 -4.904 -0.55 -0.17 -0.30
H -2.428 0.901 -5.252 -0.27 -0.10 -0.37
H -2.503 2.387 -7.328 0.49 0.04 0.74
H -0.864 4.150 -7.566 0.36 0.72 -0.91
H 1.081 4.337 -5.953 -0.44 -0.31 0.27
H 1.200 2.904 -4.081 -0.69 -0.26 0.39
N -1.528 4.595 0.785 0.01 -1.17 -0.24
C -1.418 3.449 0.573 0.02 1.33 -0.14
H -1.660 5.583 0.917 0.06 -0.31 0.06
```
Forces are in eV/Å.



(2)
Formula: C3HN3O2
Source: the OMol25 dataset
Level of theory: the ωB97M-V functional and the def2-TZVPD basis

The calculation puts the orbital gap at 11.0 eV. As for the HOMO energy: -0.401 Eh. Its LUMO energy is 0.1 eV.

```
9
Properties=species:S:1:pos:R:3:forces:R:3
C -1.566 0.046 0.003 0.23 1.04 -0.01
C -0.313 0.548 0.036 2.77 0.36 -0.01
C 1.673 0.479 -0.007 0.90 -1.76 -0.09
N -1.365 -1.308 -0.010 -1.00 -0.31 0.02
N -0.147 -1.635 0.002 1.34 -1.70 -0.08
N 0.560 -0.494 0.033 -1.63 2.13 0.10
O 2.830 0.334 -0.064 0.10 0.40 0.04
O 0.862 1.538 0.026 -2.49 -0.22 0.02
H -2.535 0.493 -0.019 -0.20 0.06 0.02
```
Forces are in eV/Å.



(3)
Formula: C26H63As3CdN6S
Source: the OMol25 dataset
Level of theory: the ωB97M-V functional and the def2-TZVPD basis

The calculation puts the orbital gap at 8.3 eV. As for the HOMO energy: -0.458 Eh. The charge is +2. Its LUMO energy is -4.1 eV.

```
100
Properties=species:S:1:pos:R:3:forces:R:3
Cd 0.679 -0.875 0.906 0.12 -0.17 0.18
C 3.986 -0.627 2.265 -0.08 0.03 -0.09
C 4.184 -1.435 0.990 -0.09 0.02 0.10
N 2.948 -1.562 0.176 0.07 0.00 -0.04
C 2.751 -2.903 -0.394 -0.07 0.01 0.16
C 2.114 -3.831 0.623 -0.01 0.11 0.02
N 0.788 -3.335 1.049 -0.02 0.06 0.04
C 0.385 -3.930 2.351 0.07 0.07 0.01
C 1.114 -3.281 3.531 -0.08 0.03 -0.08
C 0.325 -2.175 4.213 0.11 0.03 -0.10
N -0.112 -1.126 3.262 -0.06 -0.02 0.10
C 0.021 0.248 3.770 0.12 -0.05 -0.05
C 1.460 0.715 3.620 -0.06 -0.13 -0.05
N 1.869 0.699 2.207 0.00 0.08 -0.16
C 3.339 0.741 2.042 -0.02 -0.13 0.03
H 4.963 -0.506 2.737 -0.02 0.00 0.01
H 3.370 -1.197 2.964 0.04 -0.01 0.05
H 4.539 -2.432 1.254 0.00 -0.03 -0.04
H 4.967 -0.971 0.386 0.03 -0.03 -0.04
H 3.015 -0.903 -0.589 0.02 0.01 -0.08
H 3.688 -3.338 -0.748 0.05 -0.01 -0.05
H 2.083 -2.816 -1.249 0.01 0.01 -0.04
H 2.751 -3.901 1.505 -0.01 -0.01 0.01
H 2.039 -4.835 0.202 0.00 -0.07 0.03
H 0.112 -3.637 0.354 -0.03 -0.07 -0.05
H 0.583 -5.003 2.337 -0.02 -0.05 -0.04
H -0.695 -3.808 2.459 0.01 0.00 -0.01
H 2.062 -2.870 3.175 0.04 -0.04 0.05
H 1.356 -4.039 4.277 0.02 0.00 -0.02
H 0.945 -1.723 4.989 -0.04 0.03 0.01
H -0.547 -2.602 4.712 -0.03 0.02 0.06
H -1.087 -1.290 3.055 -0.06 0.01 0.03
H -0.281 0.328 4.818 -0.04 0.01 0.02
H -0.630 0.897 3.178 -0.02 0.00 -0.02
H 2.117 0.051 4.186 0.02 0.03 -0.01
H 1.569 1.715 4.044 0.04 0.04 0.03
H 1.481 1.534 1.762 -0.02 0.10 0.02
H 3.763 1.471 2.734 -0.01 0.05 0.01
H 3.549 1.099 1.031 -0.01 0.04 -0.01
C -3.449 0.759 0.675 0.10 0.10 -0.05
As -2.234 -0.763 0.617 -0.10 -0.11 0.00
C -3.188 -1.846 1.945 0.07 0.01 0.03
C -2.870 -1.798 -0.933 0.11 0.08 -0.01
C -2.543 -1.352 -2.368 0.02 0.09 0.00
C -2.931 0.120 -2.548 -0.01 -0.20 -0.01
C -1.072 -1.598 -2.729 -0.07 0.02 0.11
As 0.368 -0.500 -1.965 0.05 0.05 -0.17
C 1.756 -1.144 -3.192 0.01 -0.03 0.07
C 0.124 1.201 -2.889 -0.01 0.04 0.08
C -3.417 -2.248 -3.274 -0.05 0.07 -0.08
As -3.371 -2.351 -5.270 0.03 -0.04 0.03
C -1.723 -3.400 -5.519 0.03 -0.01 -0.04
C -2.658 -0.626 -5.888 0.00 0.02 -0.02
H -4.413 0.459 0.268 -0.03 -0.01 0.02
H -3.061 1.604 0.112 0.03 -0.03 0.01
H -3.575 1.052 1.717 0.01 0.01 0.02
H -4.229 -1.938 1.640 -0.03 -0.01 -0.01
H -3.167 -1.363 2.924 -0.02 0.00 0.00
H -2.761 -2.845 2.028 0.01 0.01 -0.01
H -3.954 -1.832 -0.811 -0.05 -0.01 0.01
H -2.504 -2.816 -0.768 0.00 -0.04 0.00
H -2.351 0.767 -1.888 -0.03 0.03 0.00
H -3.989 0.262 -2.318 0.02 0.00 0.00
H -2.767 0.450 -3.571 0.01 0.03 0.01
H -0.950 -1.465 -3.802 0.02 0.00 -0.03
H -0.808 -2.638 -2.510 0.00 -0.03 -0.02
H 1.504 -0.779 -4.186 0.00 -0.01 -0.04
H 1.807 -2.230 -3.224 -0.03 0.01 -0.01
H 2.733 -0.747 -2.919 0.03 0.01 -0.01
H -0.321 1.001 -3.863 0.03 -0.03 -0.02
H 1.111 1.639 -3.021 0.03 0.03 0.01
H -0.488 1.897 -2.328 -0.01 0.01 0.02
H -4.465 -2.027 -3.054 -0.01 0.01 0.04
H -3.273 -3.296 -2.992 0.00 -0.01 0.02
H -1.699 -4.227 -4.808 -0.01 0.02 -0.02
H -0.812 -2.808 -5.422 -0.02 -0.03 0.00
H -1.748 -3.825 -6.522 0.01 0.01 0.02
H -3.379 0.174 -5.722 0.01 -0.02 0.00
H -2.525 -0.729 -6.965 0.01 0.00 0.02
H -1.696 -0.355 -5.452 -0.02 0.01 -0.01
C 2.444 4.520 -0.523 -0.06 0.01 0.01
N 1.286 5.123 0.129 -0.02 0.03 -0.07
C 0.998 6.483 -0.353 0.06 -0.07 0.12
C 0.324 4.341 0.675 0.01 0.01 0.05
S 0.195 2.687 0.235 -0.07 0.13 0.18
N -0.510 4.913 1.564 -0.01 0.06 -0.03
C -0.142 6.075 2.378 -0.03 -0.03 -0.10
C -1.767 4.302 1.976 0.10 -0.01 -0.02
H 3.181 5.306 -0.682 -0.01 -0.01 0.02
H 2.182 4.075 -1.485 -0.02 0.02 -0.02
H 2.880 3.753 0.111 -0.02 -0.01 0.01
H 1.115 6.498 -1.439 0.02 -0.03 0.02
H 1.684 7.212 0.078 -0.01 -0.03 0.03
H -0.020 6.770 -0.127 -0.11 -0.02 0.08
H 0.921 6.272 2.313 0.08 -0.01 -0.09
H -0.386 5.851 3.417 -0.02 -0.03 -0.01
H -0.696 6.969 2.089 0.00 0.00 -0.04
H -2.063 3.539 1.268 0.00 -0.02 -0.06
H -2.536 5.074 2.023 0.04 0.01 0.02
H -1.666 3.852 2.968 0.00 -0.01 -0.01
```
Forces are in eV/Å.



(4)
Formula: C2I3N
Source: the OMol25 dataset
Level of theory: the ωB97M-V functional and the def2-TZVPD basis

The calculation puts the orbital gap (alpha / beta) at 6.8 / 7.5 eV. As for the HOMO energy (alpha / beta): -0.291 / -0.340 Eh. As for the multiplicity: 3. Its LUMO energy (alpha / beta) is -1.1 / -1.8 eV.

```
6
Properties=species:S:1:pos:R:3:forces:R:3
C 1.704 -0.516 -0.293 0.97 -1.91 -4.42
C -2.180 -0.134 -1.168 0.64 0.40 0.40
N 1.608 -0.079 0.745 -0.65 2.30 5.17
I -1.509 1.410 0.021 -0.78 0.06 -0.29
I -0.836 -1.498 -1.782 -0.55 -0.52 -0.51
I 1.213 0.816 2.477 0.36 -0.34 -0.35
```
Forces are in eV/Å.



ΔE to the lowest compared entry with this formula, charge and spin, record by record: 1.219; 2.792; 0.402; 1.475 eV
Electronic energy, record by record: -121483.3502; -11688.6478; -234828.1859; -27859.6274 eV